Entry 1:
Molecular formula: C5H36NO14S
Method: DFT, ωB97M-V/def2-TZVPD

```
57
Properties=species:S:1:pos:R:3
H 0.4269 -0.3355 3.5251
H -0.1603 -2.9423 -3.0140
O 2.0815 -0.2566 -1.1341
C -2.6119 0.8101 -0.4414
O -0.6828 2.2521 3.1864
H 0.0121 -1.5225 1.6259
O -0.3287 -0.2251 4.1518
S -1.9236 2.5186 -0.6470
O -3.2553 1.7272 2.8917
O -2.6671 -0.8905 3.0135
H -1.4961 -2.3699 1.2030
H -0.2003 -0.9652 -0.9792
H 2.6914 2.5567 -1.4667
H 1.1431 -2.7249 -2.3675
C -0.5423 -1.9956 0.7944
H -3.4524 2.1209 2.1118
O -1.7004 -2.0918 -2.7855
O 2.2010 3.5197 -0.1618
C 0.2483 -3.1511 0.1750
H -0.0887 2.5834 -3.3657
H -2.8479 0.3441 -1.4160
H 0.7046 -1.1214 -3.8141
H 1.1856 -2.7945 -0.1431
O 0.4430 1.8466 0.7915
H 1.3589 0.6582 1.7011
H -2.6348 -1.1236 2.0782
H -3.5056 0.8010 0.1968
O 1.6102 -0.0778 2.2553
H 1.0256 -0.3776 -2.4625
O 0.6770 2.1745 -3.7630
H 1.6808 4.3277 -0.3625
H 3.0928 -1.0049 0.0484
H -1.1847 -1.2640 -2.9513
C -0.3350 1.4244 -0.1449
O 3.4619 -1.3839 0.8556
H -0.4662 1.5224 3.7224
H 2.1247 2.1676 -2.7827
H -1.4279 0.2695 1.3507
O 0.3946 -0.4408 -3.1900
H -1.9565 -1.9752 -1.8401
H 0.4456 1.2321 -3.6526
H -0.2385 2.1546 2.3372
O 2.8526 1.9240 -2.2153
H -2.9738 -0.0022 3.0475
H 2.3401 -0.5194 1.8429
O 0.7992 -3.0606 -3.1135
H -0.2966 -3.6287 -0.6506
H 0.1830 1.2709 -1.0817
H 3.1678 -2.3392 0.9137
H -1.1135 -0.5289 3.7485
H -2.3171 2.0436 3.0331
H 0.5242 -3.9385 0.9522
H 2.5155 0.5690 -1.5171
N -0.9526 -1.0443 -0.2767
H 1.6714 0.1167 -0.3461
C -1.3403 0.2940 0.2504
H 1.6378 2.8668 0.2823
```

charge = -1
orbital gap = 8.4 eV
E_HOMO = -0.213 hartree

=====

Entry 2:
Molecular formula: C5H37N2O13
Method: DFT, ωB97M-V/def2-TZVPD

```
57
Properties=species:S:1:pos:R:3
H -1.6802 0.3776 3.1914
O -3.6616 0.2012 -3.0154
H -2.3020 -2.0734 3.0448
O 2.2844 -3.4288 1.7454
H 1.9817 -0.9421 -1.6960
H -1.2210 3.4655 -2.1271
O -3.6562 -0.2448 -0.3050
H 4.3962 0.2958 2.0086
H 1.4233 -0.8868 2.2669
H 1.7312 2.0445 -2.4241
H 0.3689 2.9814 1.6880
C -0.0280 -1.2489 0.6765
H -3.5945 -1.2177 -0.3779
O -1.7239 1.5606 1.4504
H 2.5950 -3.3184 2.6551
H 0.6578 -1.2495 -2.7583
N 1.3466 -1.0655 1.2555
H 3.4157 0.1660 -0.6906
N -1.5103 -1.6202 2.6245
H 2.9728 2.8996 -2.2644
O 1.4653 4.1087 -1.2926
H -0.6862 0.6853 -4.2826
H -2.2138 2.3533 1.7024
H -4.5948 0.3653 -2.8676
H 4.2267 -0.2234 3.3091
H -2.8335 -3.6343 -0.8289
H 1.5072 3.5587 -0.4871
H 1.2429 4.2937 1.8133
H -3.7542 -3.1868 -1.8033
H -0.6001 -0.3263 0.5438
H -0.0080 -0.1747 3.2538
O -0.7185 2.7026 -1.8241
C 0.8954 -0.9395 -1.7360
H -1.0640 -0.4824 4.4841
H -0.9383 -1.7079 -1.0318
O 3.8288 -0.3690 2.4345
H -3.0005 0.0070 0.3577
O -0.9513 0.5025 -3.3725
O -3.4078 -2.8610 -0.9583
H -1.3998 1.6700 0.5427
O 2.6862 1.9843 -2.3504
C -1.0464 -0.4758 3.3822
H 3.7142 1.6498 -0.2735
H 0.4695 0.0561 -1.7846
C -0.9748 -2.1204 1.4813
O 3.4129 0.7954 0.0347
C 0.1298 -1.7722 -0.7332
O 1.2285 3.3774 1.5231
H 1.8762 -0.2453 0.8881
H -3.3126 -0.0878 -2.1555
H -0.9080 1.9097 -2.3695
H 1.8386 -1.9569 0.9934
H 2.4644 -4.2955 1.3803
H -1.9309 0.4982 -3.4363
H 0.2536 -2.8387 -0.9371
H 0.6361 3.7108 -1.6394
O -1.3289 -3.2273 1.0915
```

charge = 0
orbital gap (alpha / beta) = 2.5 / 9.6 eV
multiplicity = 2
⟨S²⟩ = 0.751
E_HOMO (alpha / beta) = -0.086 / -0.351 hartree

=====

Entry 3:
Molecular formula: C5H37NO15
Method: DFT, ωB97M-V/def2-TZVPD

```
58
Properties=species:S:1:pos:R:3
O -4.4201 0.3110 0.5616
H 0.5328 -1.8215 3.7373
O 0.4567 -2.7588 3.4677
O 1.5306 4.0119 -2.1376
H -2.5821 1.0106 -3.3148
O 2.1847 1.1270 -1.4320
H -2.7667 -0.0386 -2.3995
H 1.8965 0.8401 -0.5665
N 1.1292 -1.4369 0.8955
H 0.6130 -0.5288 -1.0286
H 2.1653 3.7455 -1.4676
H 2.7975 -1.8050 -0.4358
H 0.3299 2.4420 3.3371
H 0.9310 0.2403 3.5798
C 0.1868 -0.9675 -0.1329
C 2.5955 -1.5854 0.6650
C -0.6720 0.2587 0.3819
O -0.0991 0.7654 -4.4680
O -0.0148 0.0375 3.8093
H -1.3135 -0.1834 1.1226
H 2.3763 2.7091 0.6681
H -0.1089 1.5813 -3.9722
H -0.7217 -2.5174 -1.4977
O 1.0927 2.9679 3.0597
H -1.8201 1.8669 -0.6677
H -2.8862 -2.1817 1.4780
O 2.3623 0.7873 2.7427
H -1.7317 -2.0342 -0.2085
H -3.2318 -1.8070 -1.7938
H -0.5214 0.2960 3.0262
O -2.5952 0.0144 -1.1022
O 3.3280 -0.4279 0.8060
H -0.8439 0.2004 -4.1249
O -3.9827 -2.3078 -1.4448
O 2.6627 3.6242 0.7387
H 3.0952 0.8732 -1.6340
H -4.3541 -1.6797 -0.8104
H 1.1537 -0.8263 1.7165
H 3.1240 0.2619 1.6122
H 2.9398 -2.3906 1.3051
O -2.4949 0.0750 -3.5545
C -1.4864 0.8488 -0.7868
H -3.6281 0.3199 -0.1400
H 2.0840 -0.8888 -3.6811
H -0.3940 -3.0932 0.0497
O 2.0442 -0.9293 -4.6432
O -3.0861 -2.1610 2.4271
H 1.0321 3.2364 -2.3884
H -0.7875 0.7747 -1.6397
H 2.7687 0.2684 3.4509
H -0.0530 0.9355 0.9903
H 1.2413 -0.3743 -4.7761
H -2.2584 -2.4907 2.8106
H 2.5837 3.7448 1.6981
H 0.6095 -2.5353 2.5206
H -4.0901 -0.4093 1.1255
C -0.6492 -2.1882 -0.4620
H 1.7458 2.1926 2.9279
```

charge = -2
orbital gap = 8.8 eV
E_HOMO = -0.144 hartree

=====

Entry 4:
Molecular formula: C5H37NO15
Method: DFT, ωB97M-V/def2-TZVPD

```
58
Properties=species:S:1:pos:R:3
H 3.5145 -2.0047 -2.0128
H 2.3881 2.4674 0.3552
H 0.7115 0.4176 1.2263
O -1.0030 -1.8572 -3.0423
H 5.0602 0.3784 -0.5953
O -2.2392 -1.8518 -0.8244
H 2.5134 3.1295 -1.3694
H -0.4027 1.9796 2.5477
H 0.6345 -3.7344 -1.3569
H 0.6418 3.8528 0.6689
H -3.7663 1.0451 -0.7588
H 2.9401 0.6180 -2.8110
H -0.0070 0.2699 3.7895
O -1.7746 -3.3952 2.5532
O -2.7046 2.4294 -0.3963
C 0.7917 1.8022 -1.0106
H 2.1389 -1.8519 -0.1346
O -0.3256 1.0444 -2.9318
C 1.8706 2.8403 -0.5498
O 2.4947 1.1912 -3.4441
C 0.8382 -0.2362 0.3667
H 0.1502 3.0166 -2.7602
H 2.5389 -1.0410 1.4138
N 1.3907 0.4945 -0.7520
H 2.8953 1.2057 -4.3036
O 2.7978 -1.7275 -2.6026
H -3.3907 2.4809 0.2769
H 0.0770 -3.2890 -2.7802
H -2.3044 -3.0807 1.8076
H -1.1324 -1.7059 3.7209
O -4.2513 0.2112 -0.9474
O 5.1337 -0.5663 -0.4569
O 0.7886 -3.7555 -2.3019
H 1.0815 -2.1359 1.3288
H -2.0197 -1.2585 -1.5519
O 0.6551 0.9920 3.6293
O -3.8723 -0.0141 3.5807
H -0.1246 1.9788 -0.3954
H -3.8613 -0.8336 4.0942
H -5.0756 0.2181 -1.4523
H -1.8332 2.4068 0.0452
H 4.9305 -0.7167 0.4643
H -1.4227 3.2260 2.5934
H -2.2002 -0.4906 3.8113
H -1.1558 -1.2396 -3.7790
O -1.2477 -0.7656 3.8559
C 0.2336 1.9742 -2.4119
H -1.9102 -4.3474 2.6263
H -0.1302 -0.6807 0.0832
H 0.8211 1.3176 4.5344
O 1.2154 4.0172 -0.0824
H -2.8415 -1.2511 -0.3640
H -0.4530 -1.3577 -2.4355
H 2.2085 -2.4865 -2.7189
H -4.0588 -0.3252 2.6873
H 1.3948 -0.0746 -1.5946
C 1.7360 -1.4324 0.7904
O -1.0783 2.5025 2.0775
```

charge = 0
orbital gap = 8.4 eV
E_HOMO = -0.310 hartree